No. 1
Formula: C4H12
Source: the OMol25 dataset
Level of theory: the ωB97M-V functional and the def2-TZVPD basis

Each line ends with the Mulliken charge.
CARTESIAN COORDINATES (ANGSTROEM)
C -1.03 1.38 1.47  -0.786
C 0.31 0.72 1.78  -0.711
H -1.33 1.08 0.47  0.208
H -1.82 1.00 2.11  0.300
H -0.91 2.45 1.54  0.274
H 0.65 -0.06 1.12  0.103
H 0.42 0.38 2.81  0.333
H 1.07 1.50 1.65  0.259
C 0.87 -0.49 -1.58  -0.944
C -0.14 -1.61 -1.68  -0.770
H 1.65 -0.68 -0.84  0.284
H 1.43 -0.29 -2.48  0.366
H 0.50 0.52 -1.40  0.252
H -0.71 -1.71 -0.75  0.256
H 0.39 -2.53 -1.84  0.304
H -0.87 -1.40 -2.46  0.273

Calculated values
- LUMO level (eV) = 1.182
- energy relative to the best compared isomer or geometry (same formula, charge and spin) (eV) = 0.298
- SMILES string = CC.CC


No. 2
Formula: C4H12
Source: the OMol25 dataset
Level of theory: the ωB97M-V functional and the def2-TZVPD basis

Each line ends with the Mulliken charge.
CARTESIAN COORDINATES (ANGSTROEM)
C 1.33 0.89 -1.80  -0.804
C 1.55 1.73 -0.56  -0.760
H 2.06 0.10 -1.95  0.270
H 0.34 0.44 -1.79  0.224
H 1.33 1.52 -2.69  0.312
H 0.83 2.55 -0.54  0.257
H 2.54 2.20 -0.49  0.329
H 1.45 1.14 0.35  0.185
C -0.82 -0.92 0.97  -0.748
C -2.07 -1.70 1.38  -0.895
H -0.30 -1.46 0.18  0.260
H -0.98 0.05 0.49  0.236
H -0.10 -0.77 1.78  0.325
H -2.95 -1.07 1.36  0.269
H -2.28 -2.46 0.62  0.256
H -1.94 -2.25 2.30  0.283

Calculated values
- LUMO level (eV) = 1.158
- energy relative to the best compared isomer or geometry (same formula, charge and spin) (eV) = 0.197
- SMILES string = CC.CC


No. 3
Formula: C4H12
Source: the OMol25 dataset
Level of theory: the ωB97M-V functional and the def2-TZVPD basis

Each line ends with the Mulliken charge.
CARTESIAN COORDINATES (ANGSTROEM)
C 0.72 2.41 -0.33  -0.783
C 0.46 1.60 0.98  -0.741
H 1.77 2.65 -0.43  0.270
H 0.37 1.82 -1.18  0.249
H 0.12 3.31 -0.27  0.262
H -0.52 1.14 0.88  0.182
H 0.43 2.28 1.83  0.368
H 1.17 0.78 1.04  0.227
C -0.71 -1.32 0.06  -0.543
C -0.46 -2.66 -0.68  -1.049
H 0.08 -1.32 0.82  0.215
H -0.53 -0.57 -0.70  0.166
H -1.70 -1.33 0.52  0.272
H -1.39 -3.02 -1.18  0.293
H -0.24 -3.52 -0.05  0.300
H 0.22 -2.59 -1.53  0.312

Calculated values
- LUMO level (eV) = 1.126
- energy relative to the best compared isomer or geometry (same formula, charge and spin) (eV) = 0.414
- SMILES string = CC.CC


No. 4
Formula: C4H12
Source: the OMol25 dataset
Level of theory: the ωB97M-V functional and the def2-TZVPD basis

Each line ends with the Mulliken charge.
CARTESIAN COORDINATES (ANGSTROEM)
C -2.03 0.94 -0.34  -0.717
C -2.43 -0.46 -0.80  -0.795
H -1.39 1.42 -1.07  0.232
H -2.88 1.60 -0.16  0.315
H -1.49 0.88 0.61  0.182
H -3.42 -0.75 -0.45  0.289
H -1.77 -1.22 -0.38  0.230
H -2.47 -0.54 -1.88  0.266
C 1.99 -0.38 1.22  -0.843
C 2.46 -0.13 -0.21  -0.727
H 2.42 -1.27 1.70  0.302
H 2.34 0.42 1.89  0.283
H 0.92 -0.38 1.42  0.223
H 3.45 0.30 -0.09  0.284
H 1.82 0.63 -0.66  0.206
H 2.49 -1.04 -0.81  0.271

Calculated values
- LUMO level (eV) = 1.140
- energy relative to the best compared isomer or geometry (same formula, charge and spin) (eV) = 0.230
- SMILES string = CC.CC


No. 5
Formula: C4H12
Source: the OMol25 dataset
Level of theory: the ωB97M-V functional and the def2-TZVPD basis

Each line ends with the Mulliken charge.
CARTESIAN COORDINATES (ANGSTROEM)
C 0.21 -1.25 1.31  -0.680
C 0.20 -1.26 2.76  -0.984
H -0.70 -0.92 0.95  0.299
H 1.10 -0.61 0.92  0.198
H 0.26 -2.24 0.83  0.285
H -0.23 -0.24 3.10  0.243
H -0.60 -1.78 3.30  0.329
H 1.10 -1.62 3.23  0.299
C -0.73 1.11 -1.53  -0.389
C 0.33 1.38 -2.55  -0.972
H -0.33 0.37 -0.93  -0.091
H -0.82 1.97 -0.90  0.278
H -1.75 0.93 -1.98  0.287
H -0.14 1.84 -3.45  0.273
H 0.90 0.51 -2.78  0.301
H 1.19 1.92 -2.24  0.326

Calculated values
- LUMO level (eV) = 1.099
- energy relative to the best compared isomer or geometry (same formula, charge and spin) (eV) = 1.172
- SMILES string = CC.CC


No. 6
Formula: C4H12
Source: the OMol25 dataset
Level of theory: the ωB97M-V functional and the def2-TZVPD basis

Each line ends with the Mulliken charge.
CARTESIAN COORDINATES (ANGSTROEM)
C 1.34 -2.01 1.89  -0.876
C 0.87 -1.74 0.41  -0.676
H 2.27 -1.43 2.05  0.254
H 0.67 -1.76 2.64  0.334
H 1.47 -3.06 1.86  0.264
H 0.26 -0.85 0.29  0.097
H 0.25 -2.59 0.19  0.278
H 1.71 -1.80 -0.18  0.324
C -1.45 2.16 -0.56  -0.964
C -0.78 1.62 -1.85  -0.832
H -1.95 1.60 0.24  0.331
H -0.53 2.59 -0.13  0.212
H -2.18 2.82 -0.73  0.407
H -1.23 0.70 -1.79  0.234
H 0.25 1.48 -1.67  0.284
H -0.99 2.29 -2.66  0.330

Calculated values
- LUMO level (eV) = 1.098
- energy relative to the best compared isomer or geometry (same formula, charge and spin) (eV) = 1.579
- SMILES string = CC.CC


No. 7
Formula: C4H12
Source: the OMol25 dataset
Level of theory: the ωB97M-V functional and the def2-TZVPD basis

Each line ends with the Mulliken charge.
CARTESIAN COORDINATES (ANGSTROEM)
C 2.09 -0.79 -0.86  -0.862
C 1.76 0.53 -1.68  -0.724
H 2.94 -1.33 -1.19  0.354
H 2.03 -0.74 0.22  0.272
H 1.32 -1.51 -1.20  0.237
H 2.33 0.77 -2.60  0.312
H 1.83 1.39 -1.03  0.241
H 0.61 0.44 -1.87  0.177
C -1.25 -0.18 1.25  -0.889
C -2.62 0.57 1.36  -0.766
H -0.95 -0.52 2.23  0.350
H -1.11 -1.10 0.68  0.347
H -0.42 0.37 0.92  0.188
H -2.83 0.90 2.30  0.345
H -2.39 1.35 0.57  0.208
H -3.34 -0.15 0.89  0.211

Calculated values
- LUMO level (eV) = 1.098
- energy relative to the best compared isomer or geometry (same formula, charge and spin) (eV) = 1.228
- SMILES string = CC.CC


No. 8
Formula: C4H12
Source: the OMol25 dataset
Level of theory: the ωB97M-V functional and the def2-TZVPD basis

Each line ends with the Mulliken charge.
CARTESIAN COORDINATES (ANGSTROEM)
C 0.61 1.22 0.81  -0.660
C 0.10 2.65 0.39  -0.877
H 0.03 0.68 1.56  0.268
H 0.81 0.56 -0.06  0.103
H 1.67 1.30 1.27  0.318
H 1.04 3.03 0.11  0.256
H -0.56 2.46 -0.43  0.249
H -0.53 3.18 1.01  0.337
C 0.18 -2.40 -0.34  -0.827
C -0.87 -1.47 -0.72  -0.836
H 0.21 -2.51 0.63  0.341
H 0.02 -3.28 -0.92  0.322
H 1.17 -1.96 -0.84  0.206
H -1.29 -0.91 0.23  0.178
H -1.81 -1.84 -1.20  0.325
H -0.79 -0.70 -1.50  0.298

Calculated values
- LUMO level (eV) = 1.126
- energy relative to the best compared isomer or geometry (same formula, charge and spin) (eV) = 1.792
- SMILES string = CC.CC


no.,gap between HOMO and LUMO (eV),largest force on an atom (eV/A),HOMO level (eV)
1,12.81,1.500,-11.631
2,12.71,0.983,-11.555
3,12.69,2.577,-11.565
4,12.92,1.231,-11.783
5,12.11,3.866,-11.014
6,11.82,4.284,-10.719
7,12.59,6.568,-11.488
8,11.97,7.524,-10.843